# F8N4NaO16S8

F8N4NaO16S8 as an isolated structure in a non-equilibrium geometry (ωB97M-V with the def2-TZVPD basis set, OMol25).

The geometry in XYZ format:
```
37
Properties=species:S:1:pos:R:3:forces:R:3:nbo_charge:R:1
N 3.711444 1.302829 3.534577 0.619 -2.471 -3.979 -1.0631
O -2.742981 0.792048 -1.149156 -1.517 -0.632 1.038 -0.9229
S -0.672256 -2.384062 1.202709 -6.446 -0.534 5.118 2.4268
O 3.485712 0.483617 -1.422951 -2.224 2.004 -2.973 -0.8636
F 2.774971 2.790264 -1.496386 0.250 0.051 0.168 -0.5171
O 4.325964 -0.672288 1.927119 -2.067 0.989 1.489 -0.8959
F 3.815302 1.459617 1.217598 0.736 1.500 -1.309 -0.5098
O 0.086657 -2.353046 2.447084 -0.404 -0.275 -1.961 -0.8910
F 1.240203 -3.162676 -1.644952 -0.255 0.313 0.682 -0.5311
N 1.098470 1.294458 -2.146383 3.378 0.222 -1.484 -1.1427
F -6.536687 -1.344924 -0.482848 -0.602 -0.202 -0.577 -0.5244
O -4.457298 -1.039361 0.470782 -1.359 2.721 -0.785 -0.8490
S -5.505756 -0.188230 -0.111321 -3.480 -3.811 2.249 2.3003
O 1.253490 -4.254923 0.416016 -1.315 0.674 0.750 -0.8864
O 1.397052 -0.434469 -3.988164 0.386 1.178 0.070 -0.8994
O 1.340251 2.273300 3.830993 1.567 -1.019 -0.484 -0.9397
O 0.695921 1.901352 -4.606522 0.920 -1.097 1.036 -0.9143
F -0.746481 0.470890 -3.344605 1.413 0.226 -0.139 -0.5290
O -1.646042 -3.441840 1.000351 1.616 -0.182 0.298 -0.9418
O 1.788451 -0.034017 4.542669 0.360 0.177 -1.592 -0.9362
N -5.263243 0.320235 -1.692606 -0.581 -1.595 3.833 -1.0114
O -6.387652 0.670900 0.703700 2.196 -1.267 -1.347 -0.9016
N -0.070613 -1.832182 -0.070830 3.875 -2.512 -1.218 -1.1411
O 2.441105 -2.144135 0.148447 -0.229 0.053 0.452 -0.8890
O 3.428611 1.867710 -3.523673 -1.147 -0.917 -0.298 -0.8854
S 2.337539 1.240567 4.116801 -5.773 1.217 7.060 2.4118
O 2.003030 0.205524 1.653052 -1.916 -0.452 0.861 -0.9013
F 2.866696 1.680573 5.582985 0.163 1.110 0.761 -0.5613
S 2.763819 1.421873 -2.331329 3.676 0.138 6.343 2.3565
F -4.024231 1.964017 -2.656840 -0.221 0.244 -0.197 -0.5531
S -4.126612 1.240561 -1.195602 5.922 5.234 -5.035 2.3756
F -1.686062 -1.186464 1.315420 -0.313 1.330 0.745 -0.5139
S 0.854975 0.849318 -3.616443 -6.263 -1.490 -3.465 2.4133
S 1.244721 -2.889968 -0.025458 3.461 0.278 -4.918 2.3870
O -4.455403 2.375741 -0.387134 -0.362 -0.585 0.903 -0.9053
S 3.307228 0.350731 2.162408 6.300 -0.641 -2.588 2.4052
Na 0.059704 0.406460 -0.379507 -0.364 0.024 0.494 0.9440
```
Forces are in eV/Å.

Calculated values
Orbital gap   8.490 eV
Relative energy (zero: lowest compared OMol25 entry of this formula, charge and spin)   551.95 kJ/mol
Calculated total energy   -5569.54825 a.u.
Charge   -3